Record 1
95
Properties=species:S:1:pos:R:3 method="wB97M-V/def2-TZVPD" max_force_ha_per_bohr=0.15513 total_energy_ev=-196357.1969 charge=+1 lumo_ha=-0.276 homo_energy_ev=-10.16
C 1.9772 -0.0526 2.7209
C 1.8657 -0.8739 3.7662
Si 1.5977 -2.6733 3.6260
C 2.1344 -3.4225 1.9779
C 1.3817 -3.0559 0.6959
C -0.1101 -3.2070 0.7777
F -0.7660 -2.1323 1.1802
F -0.6087 -3.4720 -0.4750
F -0.4848 -4.2511 1.5356
C 2.5040 -3.7076 5.0060
F 2.7621 -4.9808 4.5082
F 3.6724 -3.1525 5.3895
C 1.6427 -3.8892 6.2496
F 1.3552 -2.6703 6.7611
F 0.4734 -4.5032 5.9138
H 1.8715 1.0101 2.8781
H 2.2074 -0.3990 1.7193
H 1.9178 -0.4409 4.7619
H 0.1543 -2.9288 3.8257
H 2.1738 -4.5041 2.1078
H 3.1666 -3.0850 1.8473
H 1.6977 -3.7511 -0.0851
H 1.6152 -2.0551 0.3420
H 2.1510 -4.5008 6.9986
C -0.4021 -6.8862 -1.7539
N 0.6121 -5.9603 -2.3289
O 0.3245 -5.3334 -3.3095
O 1.6647 -5.9380 -1.7178
H -1.3199 -6.8695 -2.3323
H 0.0450 -7.8801 -1.7953
H -0.5883 -6.5298 -0.7381
O -0.1206 0.5096 -1.2922
P -1.0438 0.7640 -2.4227
O -0.3677 0.0092 -3.6729
C -0.1985 -1.4176 -3.6406
C -1.5148 -2.1597 -3.5371
O -0.6618 2.3342 -2.7253
C -0.1197 3.1705 -1.6579
C 1.3782 3.3109 -1.7746
O -2.5284 0.9780 -3.1661
C -2.6726 1.7986 -4.3763
C -2.1843 1.1481 -5.6444
H 0.4603 -1.6850 -2.8117
H 0.3142 -1.6770 -4.5646
H -1.9973 -1.9742 -2.5705
H -1.3511 -3.2326 -3.6313
H -2.2081 -1.8406 -4.3146
H -0.3721 2.7485 -0.6786
H -0.5860 4.1393 -1.7322
H 1.8597 2.3472 -1.9368
H 1.7572 3.7403 -0.8491
H 1.6481 3.9512 -2.6145
H -2.2237 2.7755 -4.2326
H -3.7495 1.9594 -4.4482
H -1.1005 1.1717 -5.7235
H -2.5922 1.7031 -6.4902
H -2.5108 0.1111 -5.7110
Al 0.5749 -8.4463 0.5061
C -3.8831 5.5246 -4.7080
Cl -4.6739 4.4528 -5.8691
Cl -2.1202 5.4466 -4.8144
H -4.1977 6.5409 -4.9118
H -4.1818 5.2299 -3.7090
C 3.8027 3.5753 2.6201
Cl 3.1777 2.9800 4.1462
Cl 2.7293 3.1591 1.2578
H 3.9168 4.6507 2.6706
H 4.7547 3.0897 2.4330
C -8.1334 4.7831 -4.0884
O -8.2499 3.6051 -3.7942
O -8.9940 5.4836 -4.6694
O -7.1330 5.5031 -3.8622
C 3.0502 -8.3872 7.3873
Cl 3.1071 -9.9708 6.5957
Cl 2.9363 -7.0660 6.2195
H 2.1797 -8.3583 8.0304
H 3.9565 -8.2593 7.9658
F 5.6624 0.9592 2.8171
P 5.8423 -0.3011 3.9076
F 6.3873 0.0203 5.4299
F 6.2470 -1.8671 4.2498
F 7.4130 -0.1329 3.4513
F 4.7959 -1.1057 2.8719
F 4.4452 0.3242 4.5663
Na -2.8760 2.3395 -1.2509
C -4.3331 7.6827 -0.7161
C -2.9305 8.2486 -0.8537
O -2.1256 7.0529 -0.8060
C -2.8801 6.0287 -1.1813
O -2.4481 4.9282 -1.4122
O -4.1725 6.3623 -1.2827
H -5.0851 8.2437 -1.2612
H -4.6467 7.5783 0.3217
H -2.7641 8.7393 -1.8120
H -2.6537 8.9266 -0.0535

=====

Record 2
50
Properties=species:S:1:pos:R:3 method="wB97M-V/def2-TZVPD" max_force_ha_per_bohr=0.11511 total_energy_ev=-55213.8925 lumo_ha=-0.002 homo_energy_ev=-9.74
N 0.1855 1.3594 -18.6655
H 0.7005 0.7424 -18.0165
H -0.8147 1.2134 -18.4241
H 0.3165 1.0186 -19.6298
H 0.5155 2.3338 -18.4542
N 1.2528 3.6812 -17.8679
S 2.8125 3.6979 -17.5752
O 3.2234 3.2069 -16.2865
O 3.6151 4.6486 -18.2695
F 3.1580 2.3800 -18.4694
S 0.8476 5.1855 -17.2190
O 0.4061 6.1088 -18.2352
O 1.5905 5.7110 -16.1269
F -0.5027 4.6483 -16.5623
C -3.1209 2.7873 -19.1553
C -3.5961 1.5203 -18.4132
O -2.4240 0.7072 -18.1874
H -2.7293 2.5829 -20.1517
H -2.2838 3.2530 -18.6272
H -3.8673 3.5807 -19.1423
H -4.3774 0.9525 -18.9174
H -4.0099 1.8713 -17.4654
H -2.6614 0.2243 -17.3866
C 2.6750 -0.4882 -22.2755
C 1.8901 0.6078 -21.5907
O 0.6060 0.1529 -21.1742
H 2.6992 -1.3108 -21.5563
H 3.7122 -0.2161 -22.4718
H 2.2387 -0.8382 -23.2120
H 1.7999 1.5153 -22.1907
H 2.4729 0.9382 -20.7303
H 0.0012 0.0106 -21.9059
C -0.2355 3.9717 -22.5733
C 0.2396 4.4380 -21.1914
O 1.2041 3.5941 -20.5866
H -0.9440 4.7407 -22.8883
H -0.6772 2.9778 -22.6174
H 0.5773 4.0546 -23.2971
H -0.5962 4.4760 -20.4814
H 0.5421 5.4848 -21.2888
H 1.1933 3.7894 -19.6229
C 1.1135 -0.2493 -15.3181
C 0.7175 -1.1707 -16.4540
O 1.4693 -0.8249 -17.6299
H 2.1930 -0.2591 -15.1666
H 0.6759 -0.3920 -14.3263
H 0.7961 0.7838 -15.4952
H -0.3483 -1.0532 -16.6466
H 1.0176 -2.1815 -16.1775
H 2.2156 -1.4240 -17.6933

=====

Record 3
17
Properties=species:S:1:pos:R:3 method="wB97M-V/def2-TZVPD" max_force_ha_per_bohr=0.06681 total_energy_ev=-17097.4890 charge=+1 lumo_ha=-0.158 homo_energy_ev=-12.47
C 0.8590 3.4659 -0.6735
C 0.0440 2.3449 -0.1938
S 0.0921 0.9436 -1.3188
H 1.9112 3.2918 -0.6660
H 0.4316 3.6644 -1.6811
H 0.7136 4.3282 0.0001
H -1.1317 2.4938 0.0249
H 0.5849 1.9997 0.7249
H 1.1427 0.5213 -0.6894
N -0.6826 -1.4674 1.1525
C -0.0719 -2.6221 1.2661
N -0.5201 -3.8807 1.0825
H -1.4077 -1.2342 0.4734
H -0.2569 -0.5638 1.3763
H 0.9371 -2.6047 1.7863
H 0.1160 -4.5557 1.4585
H -1.0830 -4.1341 0.2545

=====

Record 4
68
Properties=species:S:1:pos:R:3 method="wB97M-V/def2-TZVPD" max_force_ha_per_bohr=0.08088 total_energy_ev=-96754.8849 charge=+3 multiplicity=5 lumo_ha="-0.435 / -0.435" homo_energy_ev="-15.88 / -15.44"
Mn -2.4631 2.1721 -0.1710
P -2.5498 -0.5296 -0.3580
P 0.6354 0.5367 1.4347
P 2.3190 -0.4287 -4.2800
H -3.4357 4.8001 -0.3860
C -3.0913 3.9545 -1.0219
C -3.9531 2.7699 -1.2582
H -4.9316 2.7762 -0.7375
C -4.1756 -0.9041 0.4445
C -1.6259 -1.9898 0.2950
C -2.8162 -1.1596 -2.0637
C 1.9462 1.6355 2.1121
C 0.2285 -0.2667 3.0488
C 1.7717 -0.6970 0.6516
C 3.1700 -0.2087 -5.8353
C 1.6402 -2.0931 -4.2569
C 3.4825 -0.0130 -2.9927
H -2.4064 4.3534 -1.7985
H -3.8032 2.1620 -2.1796
H -4.9333 -0.1885 0.0943
H -4.0628 -0.7712 1.5335
H -4.5129 -1.9379 0.2473
H -1.2018 -1.7785 1.2825
H -0.8107 -2.2637 -0.3848
H -2.3033 -2.8558 0.3786
H -3.7367 -0.7275 -2.4905
H -2.8776 -2.2650 -2.0932
H -1.9569 -0.8373 -2.6807
H 2.7535 1.0578 2.5899
H 1.4728 2.2949 2.8548
H 2.3574 2.2596 1.3079
H 1.0963 -0.7739 3.4979
H -0.5991 -0.9736 2.9252
H -0.1079 0.5334 3.7245
H 2.7886 -0.6365 1.0701
H 1.8191 -0.4482 -0.4201
H 1.3755 -1.7166 0.7457
H 3.8449 -1.0616 -5.9512
H 3.7523 0.7185 -5.8229
H 2.4570 -0.1898 -6.6657
H 2.3038 -2.7496 -4.8453
H 0.6468 -2.1215 -4.7282
H 1.5571 -2.4965 -3.2355
H 4.2882 0.5831 -3.4412
H 3.9016 -0.9410 -2.5867
H 3.0373 0.5781 -2.1864
C 1.1760 2.5778 -2.7513
C 2.2681 3.1819 -2.1071
C 2.1486 3.6814 -0.7958
C 0.9150 3.5620 -0.1495
C -0.2088 3.0844 -0.8140
C -0.0808 2.6082 -2.1245
S 1.3744 1.7013 -4.3814
H 0.5302 0.7015 -4.0912
H 3.2095 3.3087 -2.6294
H 2.9414 4.2351 -0.2795
H 0.7289 3.8253 0.8983
H -1.1736 3.4028 -0.2740
H -0.9453 2.2320 -2.6619
N -1.6722 4.6082 4.3131
N -1.7713 3.3777 3.6952
N -2.8111 2.5623 4.0890
C -3.1177 1.9442 2.9634
N -2.4563 2.4156 1.8850
N -1.6157 3.3729 2.3305
H -0.7582 5.0227 4.1697
H -1.9920 4.5499 5.2724
H -3.8641 1.1654 2.9023

=====

Record 5
21
Properties=species:S:1:pos:R:3 method="wB97M-V/def2-TZVPD" max_force_ha_per_bohr=0.04402 smiles=CCSC.O.O.O total_energy_ev=-20314.9785 lumo_ha=0.025 homo_energy_ev=-8.50
C -1.7346 0.8600 -2.2336
C -2.5637 0.1322 -1.1143
S -1.6010 -0.1940 0.4608
C -1.0991 1.5707 0.8465
H -2.1157 1.8734 -2.3397
H -0.7501 1.0014 -1.7920
H -1.7607 0.2387 -3.1164
H -3.3770 0.7219 -0.7120
H -2.7180 -0.8749 -1.4797
H -0.9059 2.1013 -0.0785
H -0.1340 1.5083 1.3383
H -1.9178 1.9410 1.4384
O -1.2852 -2.8484 -1.9525
H -1.4679 -2.7371 -0.9952
H -1.9684 -3.4447 -2.3165
O 5.8099 -2.0135 2.0645
H 5.9103 -2.7537 1.4325
H 6.6184 -1.5403 1.8553
O 2.4222 1.8536 2.9279
H 2.4077 1.3643 2.1288
H 2.2305 1.2397 3.6375

=====

Values of energy relative to the best compared isomer or geometry (same formula, charge and spin), in order: 0.0 59.7 147.1 90.1 121.3, all in kJ/mol.